# 1
Entry from the Open Molecules 2025 dataset: a molecular structure, C3H5GdO2 in a non-equilibrium geometry (the ωB97M-V functional and the def2-TZVPD basis).

As for the expectation value of S²: 16.3836. The calculation puts the highest occupied orbital energy (alpha / beta) at -19.3561 / -18.3963 eV. Its charge is +2. Its spin multiplicity is 8.

Each line ends with the Mulliken charge.
Element x y z (Å)
C1 -1.37 1.63 2.54  0.354
C2 0.20 0.40 -0.46  0.000
H1 -0.15 -1.12 -1.97  0.304
H2 -0.82 0.73 -0.71  0.330
Gd1 -0.69 -1.60 2.27  1.836
O1 -1.51 0.56 2.98  -0.207
H3 1.48 -1.22 -1.14  0.323
C3 0.69 -0.56 -1.53  -0.995
H4 1.14 0.00 -2.37  0.328
H5 0.87 1.28 -0.43  0.215
O2 0.16 -0.10 0.84  -0.488



# 2
Entry from the Open Molecules 2025 dataset: a molecular structure, C3H5HoO4 in a non-equilibrium geometry (the ωB97M-V functional and the def2-TZVPD basis).

As for the expectation value of S²: 8.7535. The calculation puts the highest occupied orbital energy (alpha / beta) at -11.6483 / -14.0157 eV. Its charge is +1. Its spin multiplicity is 6.

Each line ends with the Mulliken charge.
Element x y z (Å)
C1 2.80 -0.28 0.91  0.992
O1 -0.80 0.50 -0.01  -0.092
O2 2.89 0.88 1.16  -0.511
H1 -2.65 1.00 0.66  0.239
H2 -0.47 -0.74 -1.65  0.340
O3 2.88 -1.42 1.13  -0.288
Ho1 1.18 2.34 -0.59  1.079
H3 -2.29 -0.76 0.67  0.259
C2 -2.17 0.18 0.11  -0.683
O4 1.24 0.08 -0.82  -0.793
H4 -2.64 0.09 -0.88  0.310
H5 0.04 -1.38 -0.02  0.291
C3 0.01 -0.49 -0.68  -0.142



# 3
Entry from the Open Molecules 2025 dataset: a molecular structure, C3H5I2N in a non-equilibrium geometry (the ωB97M-V functional and the def2-TZVPD basis).

The calculation puts the highest occupied orbital energy (alpha / beta) at -7.5396 / -8.7039 eV. Its charge is 0. Its spin multiplicity is 1.

Each line ends with the Mulliken charge.
Element x y z (Å)
H1 1.02 1.83 -1.13  0.287
N1 0.80 -2.09 0.55  -0.472
I1 -0.90 -3.27 0.63  0.126
H2 -0.28 -0.29 -2.02  0.306
C1 0.62 1.18 -0.41  -0.298
H3 -1.78 1.28 -0.36  0.269
C2 -0.16 0.10 -0.97  0.064
I2 1.25 -1.03 2.21  0.152
H4 -0.84 0.59 1.01  0.154
C3 -0.90 0.83 0.00  -0.479
H5 1.15 0.86 0.49  -0.108



# 4
Entry from the Open Molecules 2025 dataset: C3H5I3Si in the gas phase in a non-equilibrium geometry (the ωB97M-V functional and the def2-TZVPD basis).

The calculation puts the highest occupied orbital energy (alpha / beta) at -8.8426 / -8.8993 eV. Its charge is 0. Its spin multiplicity is 1.

Each line ends with the Mulliken charge.
Element x y z (Å)
I1 -2.95 -0.72 -1.67  -0.147
C1 1.95 -0.36 -0.39  -1.033
Si1 -0.99 -0.39 -0.07  0.434
H1 1.96 -1.44 -0.30  0.302
H2 2.65 -0.07 -1.26  0.299
I2 -2.40 2.64 0.67  0.076
C2 0.65 0.14 -0.88  -0.296
H3 0.90 1.14 -1.32  0.371
I3 -0.66 -2.44 1.21  -0.104
H4 -1.41 0.68 2.25  0.431
C3 -1.73 0.70 1.19  -0.649
H5 2.02 0.11 0.58  0.316



Energy above the lowest of the compared OMol25 structures with the same formula, charge and spin? In order: 0.0; 113.7; 492.9; 371.1 kJ/mol.